Here is a single C10H9BrN3P molecule at a distorted geometry from the OMol25 dataset. Energies are from ωB97M-V/def2-TZVPD.

Calculated values
frontier orbital gap	9.39	eV
SMILES	Brc1c(-c2ccccn2)nn2c1PCC2
strongest force on any atom	3.20	eV Å⁻¹
E_tot	-3466.03344	Ha
spin multiplicity	1
HOMO	-8.7	eV

Geometry (Å):
C 1.74808 3.41739 0.09562
C 3.11238 2.99232 0.19910
C 0.79559 2.42569 0.19513
C 3.39155 1.67405 0.34236
C 0.20190 -1.15918 1.13941
C 1.23406 1.11206 0.44546
C 0.19144 0.06966 0.52652
C -0.94862 -1.76562 0.58361
C -2.70829 -1.22035 -0.94989
C -2.80992 -2.75246 -0.87123
N 2.47697 0.68530 0.55508
N -0.88373 0.28437 -0.23781
N -1.50797 -0.87110 -0.20691
P -1.80514 -3.42256 0.56926
Br 1.39253 -2.04355 2.31881
H 1.43371 4.49600 -0.21151
H 3.87189 3.69466 0.22996
H -0.25495 2.50174 -0.07023
H 4.48112 1.49960 0.45394
H -2.48297 -0.74480 -1.98233
H -3.60850 -0.60130 -0.47166
H -3.95104 -2.86702 -0.68580
H -2.45462 -3.37348 -1.68995
H -0.91546 -4.03142 -0.27693

Atomic forces in eV per Å
C 0.004 0.943 -0.920
C -3.162 0.503 -0.121
C 0.544 -0.071 -0.565
C 1.061 -0.753 1.321
C -1.210 -1.912 -0.359
C -0.665 -0.483 0.501
C 0.960 2.050 -0.197
C 1.060 -1.628 1.360
C 0.035 2.556 -0.967
C -2.962 0.253 0.933
N 0.981 1.386 -0.658
N 0.271 -0.207 -0.296
N -0.981 -0.287 0.049
P -0.343 1.558 0.662
Br -0.380 0.488 -0.478
H 0.802 -2.022 0.877
H 1.445 1.198 -0.276
H 0.173 0.510 0.405
H -0.855 -0.790 -0.171
H -0.890 -1.099 1.364
H 1.699 -1.681 -1.075
H 1.965 -0.672 -0.479
H -0.422 0.671 -0.519
H 0.872 -0.511 -0.390